# 1
Molecular formula: C28H36F12MgN2O26S4
Method: DFT, ωB97M-V with the def2-TZVPD basis set

Last column: Mulliken charge in e.
Cartesian coordinates (Å):
Mg  5.4517  -8.0967  19.9119  1.39
C  9.3630  -7.8933  19.2714  0.51
F  8.5479  -6.8218  19.4576  -0.21
F  9.8372  -8.0564  18.0478  -0.15
F  10.3798  -7.8237  20.1390  -0.18
S  8.4716  -9.5292  19.9769  0.37
O  9.2729  -10.6576  19.4613  -0.50
O  8.4908  -9.3095  21.4455  -0.61
N  6.7347  -9.3438  19.5353  0.19
S  6.3849  -10.7403  18.8515  0.39
O  5.0441  -10.3196  18.5429  -0.38
O  7.2728  -11.1819  17.7098  -0.56
C  6.2834  -12.0409  20.2890  0.75
F  6.3313  -13.2315  19.6848  -0.21
F  7.1756  -11.8642  21.2564  -0.04
F  5.0978  -11.9407  20.9261  -0.19
C  5.8872  -4.1901  18.8939  0.74
F  5.5436  -2.9993  18.5259  -0.19
F  6.7909  -4.8049  18.1704  -0.17
F  6.3016  -4.1667  20.1791  -0.23
S  4.2789  -5.3412  18.7932  0.82
O  3.6734  -5.3512  20.1220  -0.63
O  3.3250  -4.8435  17.7900  -0.54
N  5.0070  -6.9403  18.5613  -0.07
S  5.1787  -7.0453  16.9512  0.69
O  5.2359  -5.8746  16.0666  -0.52
O  6.2709  -8.0181  16.7593  -0.52
C  3.5252  -8.0255  16.4706  0.62
F  3.6602  -9.1749  15.7411  -0.25
F  2.8966  -8.4657  17.5926  -0.18
F  2.7103  -7.1879  15.8123  -0.21
C  11.7437  -7.7403  23.5964  -1.11
C  11.0456  -8.5480  24.6543  0.42
C  9.4269  -8.5124  24.6785  0.07
O  9.3547  -9.7727  25.3591  -0.35
C  10.2902  -10.5923  24.9326  0.74
O  10.5507  -11.7836  25.2961  -0.69
O  11.1593  -9.9509  24.3000  -0.31
H  11.8589  -6.6990  23.8973  0.47
H  11.2212  -7.7086  22.6403  0.01
H  12.7736  -7.9877  23.3389  0.30
H  11.4817  -8.2745  25.6151  0.34
H  8.9021  -8.6325  23.7308  -0.04
H  9.0709  -7.7051  25.3187  0.30
C  -0.4725  -9.0036  19.0395  -1.39
C  0.4657  -9.6439  20.0526  0.68
C  1.3995  -10.6918  19.5410  -0.61
O  2.5979  -10.4682  20.2617  0.03
C  2.6194  -9.2069  20.6279  0.35
O  3.6097  -8.5520  20.9289  -0.60
O  1.3764  -8.7174  20.6147  -0.32
H  -1.3440  -9.6076  18.7870  0.39
H  0.1245  -8.6991  18.1798  0.26
H  -0.8016  -8.0604  19.4754  0.37
H  -0.2675  -10.0934  20.7222  0.32
H  1.6142  -10.6666  18.4727  0.20
H  1.2381  -11.7096  19.8962  0.30
C  0.9838  -16.2719  17.0563  -1.48
C  1.1814  -15.7137  18.4308  0.50
C  2.3251  -16.2238  19.1923  -0.55
O  2.7380  -15.0158  19.8362  -0.26
C  2.5446  -14.0772  18.9774  0.48
O  3.1764  -13.0547  18.9632  -0.41
O  1.5162  -14.4014  18.2313  -0.29
H  0.8699  -17.3559  17.0626  0.41
H  1.7302  -16.1122  16.2782  0.35
H  0.0587  -15.8397  16.6749  0.35
H  0.3211  -15.9012  19.0732  0.22
H  3.0624  -16.6201  18.4942  0.32
H  2.1476  -17.0660  19.8611  0.35
C  15.2387  -8.8874  17.9451  -1.30
C  15.0003  -7.7440  18.8818  0.61
C  13.5118  -7.5234  19.2497  -0.57
O  13.4840  -7.4906  20.6820  -0.19
C  14.6364  -7.9323  21.1170  0.59
O  14.8644  -8.3198  22.2962  -0.65
O  15.5266  -8.0732  20.1811  -0.38
H  15.9906  -8.5642  17.2253  0.32
H  14.4062  -9.1832  17.3066  0.29
H  15.7676  -9.6885  18.4615  0.37
H  15.2812  -6.7116  18.6739  0.36
H  12.9935  -8.4200  18.9099  0.24
H  13.1172  -6.6006  18.8243  0.30
C  12.2388  -6.9970  11.7302  -1.39
C  12.7365  -7.9212  12.8491  0.46
C  14.1003  -7.6683  13.4454  -0.47
O  13.7879  -7.4576  14.8306  -0.30
C  12.5787  -7.6401  15.1115  0.61
O  12.0850  -7.5839  16.2842  -0.50
O  11.9078  -7.8005  13.9405  -0.31
H  11.2258  -7.2812  11.4452  0.35
H  12.9744  -7.1402  10.9387  0.40
H  12.3086  -5.9459  12.0102  0.34
H  12.8132  -8.9201  12.4195  0.22
H  14.5534  -6.7974  12.9717  0.29
H  14.8746  -8.4014  13.2192  0.31
C  8.1741  -14.1744  22.5320  -1.19
C  8.9404  -15.3333  23.0382  0.38
C  9.8026  -15.0442  24.3282  -0.35
O  9.4855  -16.0925  25.0502  -0.30
C  8.3865  -16.6893  24.6420  0.63
O  7.8088  -17.6252  25.2538  -0.62
O  8.0812  -16.3249  23.3882  -0.34
H  7.6913  -14.5009  21.6109  0.22
H  8.8832  -13.3981  22.2443  0.39
H  7.4749  -13.8304  23.2941  0.31
H  9.5866  -15.7080  22.2444  0.28
H  9.4524  -14.1208  24.7895  0.28
H  10.8691  -15.0166  24.1045  0.29

As for the orbital gap: 0.33933 Eh. As for the max |F|: 8.19 eV/Å. As for the charge: 0.

***

# 2
Molecular formula: C28H36F6N2O3Si
Method: DFT, ωB97M-V with the def2-TZVPD basis set

Last column: Mulliken charge in e.
Cartesian coordinates (Å):
C  -2.1213  3.3525  3.3582  -0.78
C  -3.1237  2.4169  2.7044  -0.54
C  -2.5382  1.2212  1.7265  1.73
C  -1.5279  2.0910  0.7044  -0.40
N  -0.4961  2.5474  0.0242  -0.64
C  -1.6871  0.2157  2.6896  -0.75
C  -0.0478  0.2456  2.4687  -0.49
C  0.7145  1.5068  3.1852  -0.13
C  2.3458  1.2243  3.0630  0.20
O  3.2157  2.1188  3.5619  -0.58
O  2.7648  -0.0159  2.3444  -0.25
C  4.0067  -0.4397  3.0138  -0.15
C  4.3864  -1.9846  2.5366  -0.89
C  -3.6363  0.5265  0.7317  0.40
C  -3.8592  1.7298  -0.4230  -0.29
N  -4.0325  2.5891  -1.3973  -0.66
C  -3.1211  -0.7807  -0.1086  1.07
F  -1.6189  -0.8878  -0.2382  -0.26
F  -3.4994  -2.0890  0.5506  -0.38
C  -3.6602  -0.9060  -1.6556  -1.17
C  -2.6549  -0.3301  -2.8044  -0.14
Si  -1.5631  -1.5930  -3.7271  0.55
C  -1.8491  -3.4457  -3.3212  -1.03
C  0.2902  -1.2075  -3.1994  -1.04
C  -1.6077  -1.1917  -5.6496  0.39
C  -2.8204  -0.3801  -6.3966  -0.29
C  -2.6102  -0.1120  -8.0342  -0.38
C  -1.2581  -0.6110  -8.8667  -0.33
C  -0.0526  -1.4578  -8.1034  -0.44
C  -0.2663  -1.7199  -6.4906  -0.30
C  -5.1372  0.2986  1.3219  1.00
F  -5.9969  -0.5613  0.4168  -0.31
F  -5.8340  1.6393  1.2333  -0.29
C  -5.3224  -0.3231  2.7988  0.00
F  -4.3657  -1.3525  3.2419  -0.23
F  -5.4393  0.6644  3.9217  -0.26
H  -1.6617  3.1843  4.4210  0.24
H  -1.7960  4.2786  2.6790  0.27
H  -4.2390  2.6714  2.9145  0.29
H  -1.9239  0.3308  3.8540  0.49
H  -1.9938  -0.9100  2.4351  0.30
H  0.3509  -0.7304  3.0315  0.45
H  0.2724  0.0681  1.3323  0.10
H  0.5154  2.5163  2.6284  0.24
H  0.4105  1.6105  4.3322  0.24
H  3.7774  -0.4299  4.1785  0.27
H  4.9161  0.2493  2.7497  0.18
H  4.9291  -2.4961  3.4668  0.26
H  5.1320  -1.9469  1.6258  0.24
H  3.4233  -2.6009  2.2563  0.30
H  -4.7644  -0.4828  -1.8193  0.28
H  -3.7777  -2.0754  -1.8693  0.32
H  -1.9961  0.5363  -2.3477  0.14
H  -3.3442  0.2028  -3.6207  0.18
H  -1.4655  -3.6116  -2.2027  0.25
H  -1.2234  -4.1894  -3.9838  0.28
H  -2.9869  -3.7786  -3.3132  0.29
H  0.8189  -2.1370  -2.7148  0.25
H  0.9091  -0.8281  -4.1221  0.38
H  0.2608  -0.2905  -2.4353  0.23
H  -3.7731  -0.0117  -5.8049  0.21
H  -3.4531  0.4712  -8.6043  0.27
H  -1.0972  -0.3906  -10.0103  0.27
H  0.9300  -1.8307  -8.6228  0.29
H  0.5815  -2.3114  -5.9226  0.22
H  -6.3872  -0.8699  2.8031  0.28
C  8.0565  1.2673  5.0307  -1.12
C  8.0401  0.7264  3.6259  0.91
C  8.6058  1.6009  2.5392  -1.17
O  7.5820  -0.3873  3.3759  -0.55
H  7.6169  0.5284  5.7091  0.28
H  9.0860  1.4598  5.3426  0.36
H  7.4652  2.1850  5.0824  0.31
H  9.6599  1.8082  2.7402  0.38
H  8.0390  2.5335  2.4798  0.32
H  8.5278  1.0815  1.5781  0.29

As for the orbital gap: 0.23672 Eh. As for the max |F|: 12.43 eV/Å. As for the charge: 0.

***

# 3
Molecular formula: C28H36Ge2N2O4RhS
Method: DFT, ωB97M-V with the def2-TZVPD basis set

Last column: Mulliken charge in e.
Cartesian coordinates (Å):
Rh  -0.6337  0.3933  0.0353  0.76
C  1.5100  -0.5707  4.1997  -1.31
C  1.2842  -0.1886  2.7364  -0.53
Ge  -0.6836  -0.0623  2.5420  0.54
C  -1.5245  1.5093  3.3564  -0.47
C  -1.8004  1.2908  4.8451  -1.35
C  -1.4991  -1.6884  3.1327  -0.09
C  -1.8551  -2.5712  2.2004  0.25
Ge  -1.5219  -1.9921  0.3552  0.52
C  -3.1499  -1.8723  -0.7293  0.38
C  -4.0607  -3.0976  -0.7750  -1.33
C  -0.0029  -2.8524  -0.5610  -0.04
C  -0.1254  -4.3319  -0.9200  -1.34
C  -2.4731  -3.8856  2.5153  0.29
C  -2.5777  -4.8646  1.5342  0.36
C  -3.1315  -6.1070  1.8060  -1.22
C  -3.6008  -6.3869  3.0783  -0.49
C  -3.5128  -5.4173  4.0708  -0.74
C  -2.9570  -4.1828  3.7927  -0.70
H  2.5829  -0.6039  4.3984  0.40
H  1.1050  -1.5551  4.4307  0.34
H  1.0870  0.1528  4.8963  0.29
H  1.6463  -0.9370  2.0365  0.30
H  1.7204  0.7666  2.4603  0.48
H  -2.4632  1.6984  2.8310  0.34
H  -0.8864  2.3790  3.1892  0.36
H  -2.4039  0.3995  5.0146  0.32
H  -2.3501  2.1383  5.2548  0.40
H  -0.8833  1.1909  5.4244  0.31
H  -1.6195  -1.9125  4.1872  0.45
H  -2.8051  -1.6265  -1.7271  -0.44
H  -3.7160  -1.0055  -0.3705  0.32
H  -3.5528  -3.9708  -1.1822  0.26
H  -4.9222  -2.8967  -1.4132  0.45
H  -4.4377  -3.3619  0.2116  0.39
H  0.8810  -2.6916  0.0618  0.25
H  0.1507  -2.2679  -1.4701  0.10
H  -0.1462  -4.9650  -0.0341  0.39
H  0.7315  -4.6431  -1.5183  0.42
H  -1.0210  -4.5399  -1.5080  0.32
H  -2.2139  -4.6698  0.5329  0.38
H  -3.1951  -6.8508  1.0246  0.43
H  -4.0383  -7.3508  3.2977  0.40
H  -3.8835  -5.6271  5.0640  0.41
H  -2.9181  -3.4436  4.5801  0.39
C  -2.4991  0.1202  -3.5381  -1.57
C  -1.0404  0.0815  -3.2751  0.09
N  -0.4176  0.1529  -2.1048  0.12
C  0.9399  0.1371  -2.3680  -0.11
C  1.1316  0.0167  -3.7128  0.13
N  -0.1225  -0.0196  -4.2545  -0.03
C  2.3013  -0.0718  -4.6385  0.55
O  3.5008  -0.0506  -4.1052  -0.52
O  2.0815  -0.1628  -5.8185  -0.59
C  1.9150  0.3525  -1.2659  0.70
O  3.1142  0.2653  -1.4750  -0.82
O  1.3901  0.6453  -0.1197  -0.52
H  -3.0264  0.4721  -2.6554  0.24
H  -2.8763  -0.8684  -3.8004  0.34
H  -2.7171  0.7926  -4.3664  0.49
H  -0.2746  -0.0829  -5.2525  0.27
H  3.4727  0.0356  -3.1111  0.45
S  -2.4669  1.8454  0.0199  -0.39
C  -2.3905  3.5432  -0.0798  0.82
C  -3.5877  4.2813  0.0119  -0.55
C  -3.5455  5.6556  -0.0536  -0.64
C  -2.3255  6.3073  -0.2166  -0.37
C  -1.1362  5.5859  -0.3109  -0.71
C  -1.1611  4.2125  -0.2409  -0.44
H  -4.5253  3.7577  0.1355  0.46
H  -4.4578  6.2298  0.0201  0.40
H  -2.3011  7.3864  -0.2707  0.40
H  -0.1979  6.1061  -0.4363  0.43
H  -0.2482  3.6335  -0.3064  0.45

As for the orbital gap (alpha / beta): 0.30407 / 0.19379 Eh. As for the max |F|: 0.46 eV/Å. As for the charge: +1. Its spin multiplicity is 5.

***

The lowest max |F| belongs to which entry?
C28H36Ge2N2O4RhS

***

Look up the charge of the first one.
0

***

Which formula does entry 2 have?
C28H36F6N2O3Si

***

Which of these has the highest max |F|?
C28H36F6N2O3Si